1.
This record from the OMol25 dataset describes a 11-piece molecular cluster, C33H66O33 overall in a non-equilibrium geometry. The level of theory is the ωB97M-V functional and the def2-TZVPD basis.

Summary:
**Total charge**: 0
**Kohn-Sham gap**: 0.3906 Eh
**Max |F|**: 6.10 eV/A
**Relative energy (zero: lowest compared OMol25 entry of this formula, charge and spin)**: 6.2897 eV
**SMILES**: COC(=O)OC.COC(=O)OC.COC(=O)OC.COC(=O)OC.COC(=O)OC.COC(=O)OC.COC(=O)OC.COC(=O)OC.COC(=O)OC.COC(=O)OC.COC(=O)OC
**Total energy**: -3779.77369 Ha

Each line ends with the Löwdin charge.
CARTESIAN COORDINATES (ANGSTROEM)
C 5.30394 12.68780 11.27295  -0.05
O 4.89204 13.74582 12.13288  -0.02
C 5.53324 14.93749 12.19291  -0.53
O 6.54672 15.14258 11.55720  0.12
O 4.85551 15.73415 13.09587  -0.02
C 5.45649 16.96612 13.55820  -0.04
H 4.84300 11.73632 11.53812  0.09
H 6.37359 12.52139 11.40050  0.09
H 5.19648 12.88782 10.20686  0.09
H 5.95387 17.65992 12.88044  0.09
H 6.26067 16.70221 14.24507  0.09
H 4.71088 17.54664 14.10147  0.09
C 13.73889 28.93800 6.02210  -0.01
O 13.09642 28.53285 7.23168  0.02
C 13.74649 28.30543 8.29710  -0.62
O 14.98204 28.41507 8.40936  0.08
O 12.89989 27.91804 9.27213  -0.01
C 13.27048 27.92154 10.66882  -0.03
H 13.93459 30.00637 6.11353  0.10
H 13.01336 28.81127 5.21857  0.10
H 14.71452 28.47053 5.88907  0.10
H 12.44550 28.02321 11.37395  0.09
H 13.96125 28.73216 10.90079  0.09
H 13.87328 27.03742 10.87631  0.09
C 7.98642 26.15944 9.89675  0.01
O 8.70104 24.86144 9.70625  -0.01
C 8.92177 23.92336 10.64041  -0.53
O 9.34338 22.81354 10.36613  0.12
O 8.66497 24.44779 11.91331  -0.05
C 9.11652 23.80737 13.08504  -0.08
H 8.71664 26.95252 9.73573  0.08
H 7.48808 26.31129 10.85420  0.09
H 7.32737 26.28810 9.03813  0.09
H 10.20096 23.87120 13.17459  0.09
H 8.96107 22.73805 13.22821  0.09
H 8.79399 24.27087 14.01736  0.09
C 2.88335 24.26220 16.25045  -0.04
O 2.34033 25.25368 15.38339  0.01
C 2.00555 24.90591 14.14941  -0.60
O 2.17922 23.73004 13.69707  0.05
O 1.49612 25.90401 13.53170  0.05
C 0.92338 25.63249 12.25627  -0.04
H 2.10080 23.53067 16.45196  0.10
H 3.13914 24.75789 17.18691  0.09
H 3.79553 23.76070 15.92716  0.10
H -0.01402 25.09690 12.40643  0.10
H 1.46481 25.00140 11.55151  0.09
H 0.75639 26.46715 11.57542  0.09
C 6.59857 21.27136 1.95701  -0.05
O 6.40608 22.67596 1.99977  -0.02
C 5.86739 23.24626 0.90382  -0.57
O 5.55752 22.64665 -0.10131  0.12
O 5.71954 24.57390 1.10468  0.00
C 6.20257 25.31905 2.24792  -0.03
H 6.10901 20.71008 1.16115  0.10
H 6.29706 20.82294 2.90365  0.09
H 7.66831 21.06276 1.94165  0.09
H 5.59674 26.19157 2.49243  0.09
H 7.24401 25.63977 2.22267  0.09
H 6.06951 24.69538 3.13190  0.09
C 5.00977 33.96896 3.52755  -0.05
O 5.95490 33.36331 4.40034  -0.02
C 6.62956 34.06226 5.34703  -0.58
O 6.48907 35.24155 5.57242  0.13
O 7.33577 33.15098 6.01559  0.00
C 8.40197 33.58572 6.82218  -0.05
H 5.33330 34.43114 2.59492  0.09
H 4.68778 34.85449 4.07554  0.09
H 4.24660 33.23885 3.25809  0.09
H 9.01590 32.83669 7.32233  0.10
H 8.09704 34.41232 7.46392  0.10
H 9.11313 34.02148 6.12043  0.10
C 11.15579 18.02205 16.91318  -0.05
O 10.39365 16.88327 16.66765  -0.01
C 10.89989 15.69659 17.05105  -0.62
O 11.95683 15.51817 17.59751  0.12
O 9.96021 14.81504 16.91515  0.02
C 10.10462 13.53903 17.47088  -0.05
H 12.14282 17.65824 17.19868  0.09
H 10.65991 18.45248 17.78319  0.10
H 11.20476 18.61196 15.99791  0.10
H 10.35234 13.56036 18.53214  0.10
H 11.01447 13.15201 17.01207  0.10
H 9.34374 12.78421 17.27235  0.10
C 2.11438 30.78809 7.10106  -0.07
O 2.61240 31.68683 8.01972  0.01
C 3.13090 31.21931 9.13635  -0.57
O 3.26958 30.01817 9.44763  0.08
O 3.70675 32.27227 9.73406  -0.01
C 4.41953 32.06774 10.98086  -0.02
H 1.42827 31.19699 6.35934  0.10
H 1.56549 29.95605 7.54208  0.10
H 2.97809 30.33009 6.61903  0.10
H 5.39152 31.66930 10.69005  0.09
H 3.93921 31.43636 11.72836  0.10
H 4.59141 33.04358 11.43506  0.09
C 11.57137 24.49049 2.96394  -0.05
O 11.48091 23.91519 1.66256  -0.02
C 11.54843 24.77645 0.58905  -0.55
O 11.67781 25.98803 0.56111  0.11
O 11.41445 24.04312 -0.52816  -0.02
C 11.48373 24.66584 -1.84325  -0.02
H 12.47688 25.06587 3.15652  0.09
H 11.41555 23.67765 3.67324  0.10
H 10.75450 25.20641 3.05495  0.09
H 12.47374 25.11500 -1.92217  0.10
H 10.64664 25.32130 -2.08361  0.09
H 11.39677 23.88471 -2.59848  0.09
C 9.66234 16.58264 7.36793  0.00
O 8.37457 16.55214 6.63147  -0.02
C 7.73570 15.37038 6.46489  -0.50
O 8.25854 14.25486 6.55469  0.08
O 6.40380 15.63893 6.14469  -0.03
C 5.45945 14.58638 6.02424  -0.06
H 10.36651 17.28141 6.91633  0.09
H 10.11585 15.59731 7.26045  0.08
H 9.52156 16.89807 8.40176  0.09
H 4.74864 14.74213 6.83578  0.09
H 5.90088 13.59243 6.09715  0.09
H 4.84133 14.63334 5.12768  0.09
C 7.17097 21.47386 21.44579  -0.08
O 7.26653 22.48911 20.53830  0.02
C 8.11134 23.46475 20.70045  -0.65
O 8.89483 23.54454 21.60552  0.14
O 7.92132 24.31621 19.72118  0.03
C 8.62984 25.55115 19.74872  -0.05
H 6.47341 20.70341 21.11732  0.10
H 6.87965 21.78188 22.44997  0.10
H 8.14562 20.99733 21.55112  0.10
H 9.67137 25.42595 19.45270  0.10
H 8.62326 26.15089 20.65886  0.10
H 8.19995 26.25300 19.03409  0.09


2.
This record from the OMol25 dataset describes C6H18F3O3S3Tl as an isolated structure in a non-equilibrium geometry. The level of theory is the ωB97M-V functional and the def2-TZVPD basis.

Summary:
**Total charge**: -1
**Kohn-Sham gap (alpha / beta)**: 0.2314 / 0.1746 Eh
**Max |F|**: 3.82 eV/A
**⟨S²⟩**: 0.76
**Total energy**: -2131.51696 Ha
**Spin multiplicity**: 2

Each line ends with the Löwdin charge.
CARTESIAN COORDINATES (ANGSTROEM)
Tl 0.86829 -0.08803 -0.95487  0.97
F 3.42573 -1.36523 -1.63296  -0.30
F 0.82510 -2.99982 -0.65986  -0.58
F 2.40950 -0.60559 1.51695  -0.78
C -2.89003 -2.38781 -3.40591  -0.29
S -2.48492 -2.10746 -1.69883  0.85
O -1.72982 -0.79260 -1.58236  -0.72
C -4.19249 -1.54606 -1.12164  -0.22
H -3.51925 -3.27272 -3.31049  0.05
H -1.91801 -2.47772 -3.89090  0.06
H -3.38541 -1.48014 -3.75061  0.05
H -4.30797 -0.54149 -0.71468  0.06
H -4.44557 -2.27301 -0.34990  0.02
H -4.86011 -1.74308 -1.96043  0.02
C 3.35282 3.99257 0.42873  -0.24
S 4.06684 2.51295 -0.49699  0.85
O 2.99956 1.77591 -1.24668  -0.69
C 5.18125 3.38083 -1.78544  -0.24
H 2.82356 3.48000 1.23200  0.04
H 2.63922 4.53432 -0.19207  0.04
H 4.12213 4.59910 0.90660  0.04
H 5.95076 2.70027 -2.14984  0.03
H 5.76537 4.20873 -1.38358  0.03
H 4.57208 3.79413 -2.58930  0.04
C -0.27985 -1.12103 3.60394  -0.27
S -1.49388 -0.02423 2.73515  0.87
O -1.04076 0.01608 1.23451  -0.67
C -2.90399 -1.29836 2.98919  -0.25
H -0.24534 -2.07300 3.07416  0.05
H -0.44230 -1.38652 4.64855  0.05
H 0.72572 -0.74391 3.41761  0.03
H -3.61887 -1.16340 2.17750  0.02
H -3.49152 -1.20225 3.90223  0.03
H -2.47785 -2.30139 3.01024  0.04


3.
This record from the OMol25 dataset describes a 8-piece molecular cluster, C14H47N4O7 overall in a non-equilibrium geometry. The level of theory is the ωB97M-V functional and the def2-TZVPD basis.

Summary:
**Total charge**: -1
**Kohn-Sham gap**: 0.2255 Eh
**Max |F|**: 1.72 eV/A
**Total energy**: -1307.21461 Ha

Each line ends with the Löwdin charge.
CARTESIAN COORDINATES (ANGSTROEM)
N -25.32318 -16.25952 19.64436  0.25
H -24.63996 -16.75113 20.23010  0.05
H -25.88056 -16.99756 19.15387  0.08
H -24.80837 -15.75135 18.90216  0.06
H -25.88582 -15.63925 20.25087  0.06
C -26.29031 -19.40982 18.51383  -0.39
O -26.76841 -18.19918 18.09775  -0.40
H -26.37166 -19.55298 19.61420  0.05
H -26.83673 -20.24803 18.03680  0.05
H -25.23359 -19.64122 18.26245  0.02
C -22.69308 -14.67796 17.17214  -0.40
O -23.90523 -15.29429 17.29546  -0.38
H -22.64651 -13.85740 16.43087  0.05
H -22.18176 -14.32755 18.09493  0.03
H -21.87916 -15.31487 16.74985  0.05
O -23.96115 -17.04407 21.87046  -0.07
H -23.04312 -17.01135 21.54721  0.03
H -23.98386 -17.77829 22.49501  0.05
O -28.83016 -16.52283 18.92953  -0.12
H -28.10983 -17.11428 18.58771  -0.01
H -29.08933 -16.92577 19.76119  0.00
C -24.30216 -11.58986 17.81636  -0.05
C -25.74432 -12.11177 17.60171  -0.41
C -26.12138 -12.16050 16.12164  -0.20
O -25.81994 -10.91795 15.51270  -0.20
C -26.20083 -10.84516 14.17299  -0.14
N -25.89745 -13.41967 18.20601  0.04
H -23.65284 -11.92069 17.00335  0.06
H -23.84294 -11.94881 18.73589  0.05
H -24.22965 -10.50285 17.93192  0.06
H -26.49623 -11.50858 18.12051  0.13
H -27.20170 -12.34535 16.09696  0.12
H -25.64041 -12.98270 15.58035  0.13
H -25.85365 -9.89577 13.76553  0.08
H -27.27940 -10.95186 14.00734  0.08
H -25.69910 -11.65345 13.62268  0.09
H -25.56355 -13.40675 19.17023  0.03
H -25.29517 -14.14207 17.78584  0.03
C -27.02383 -13.52560 23.55450  -0.08
C -26.50941 -13.81099 22.13293  -0.41
C -24.99610 -13.72670 22.13750  -0.20
O -24.52402 -13.78449 20.80587  -0.22
C -23.12547 -13.68730 20.73501  -0.11
N -26.94518 -15.13085 21.71125  0.05
H -28.11544 -13.58908 23.55149  0.07
H -26.84081 -12.50268 23.89993  0.07
H -26.66727 -14.18826 24.34570  0.08
H -26.93338 -13.07085 21.45185  0.15
H -24.54665 -14.53167 22.73032  0.12
H -24.67933 -12.77249 22.57569  0.13
H -22.76016 -13.83643 19.72100  0.05
H -22.70166 -14.52732 21.30231  0.08
H -22.67966 -12.78305 21.16482  0.09
H -27.95325 -15.22603 21.63327  0.09
H -26.75742 -15.75447 22.49655  0.09
C -22.41343 -18.71484 17.33250  -0.05
C -22.64661 -18.55723 18.80425  -0.42
C -21.80862 -19.50369 19.68739  -0.19
O -21.62936 -20.79176 19.09700  -0.20
C -22.62000 -21.69786 19.52828  -0.12
N -22.38974 -17.15727 19.21472  0.04
H -23.02227 -18.08987 16.67968  0.09
H -22.60564 -19.74903 17.03124  0.07
H -21.36601 -18.50422 17.09123  0.08
H -23.70329 -18.70065 19.04590  0.10
H -22.15570 -19.55904 20.72178  0.11
H -20.79890 -19.08174 19.67655  0.12
H -22.42629 -22.59890 18.94077  0.09
H -23.61552 -21.34663 19.23629  0.08
H -22.61790 -21.99682 20.58131  0.08
H -21.38920 -16.95826 19.16376  0.07
H -22.69839 -16.52365 18.46184  0.03


- Which of these has the highest max |F|?
  C33H66O33


- Number 3 is which compound?
  C14H47N4O7